[1]
66
Properties=species:S:1:pos:R:3:mulliken_charge:R:1 method="wB97M-V/def2-TZVPD" lumo_ev="1.61 / 1.60" charge=-1 energy_ev=-70075.0332 spin_multiplicity=3 homo_ev="0.2 / -3.7"
O -5.122 -0.540 1.176 -0.621
C -5.965 -1.419 1.176 -0.362
C -6.498 -2.124 2.383 0.594
C -6.053 -1.739 3.656 -0.600
H -5.353 -0.908 3.745 0.311
C -6.501 -2.421 4.788 -0.234
H -6.143 -2.118 5.771 0.323
C -7.401 -3.488 4.660 -0.545
H -7.741 -4.027 5.545 0.311
C -7.866 -3.860 3.389 -0.355
H -8.572 -4.686 3.283 0.321
C -7.421 -3.175 2.258 -0.561
H -7.775 -3.440 1.259 0.240
H -6.424 -1.765 0.222 0.200
C -0.180 -3.106 -0.125 -1.325
C 0.555 -1.952 -0.713 0.565
H 0.285 -4.062 -0.369 0.445
H -1.220 -3.056 -0.473 0.228
H -0.217 -2.954 0.958 0.198
C 1.531 -2.022 -1.629 -0.295
C 2.213 -3.258 -2.135 -1.251
H 1.875 -1.089 -2.067 0.230
H 1.786 -4.174 -1.710 0.345
H 3.289 -3.248 -1.903 0.215
H 2.144 -3.316 -3.232 0.254
Pt -0.016 -0.141 0.007 2.128
Cl 0.389 -0.840 2.199 -0.619
Cl -2.285 -0.613 0.022 -0.515
C 2.933 0.074 0.446 -0.023
O 1.962 0.698 -0.112 -0.690
N 4.187 0.445 0.236 0.291
C 4.550 1.559 -0.637 -0.985
C 5.300 -0.319 0.790 -0.938
H 2.755 -0.776 1.119 0.302
H 3.653 2.026 -1.057 0.175
H 5.195 1.190 -1.448 0.394
H 5.130 2.295 -0.060 0.334
H 4.896 -1.143 1.379 0.302
H 5.920 0.320 1.430 0.325
H 5.929 -0.719 -0.016 0.308
H 0.062 2.442 -4.965 0.323
H -2.248 3.450 -4.413 0.311
C -0.311 1.493 -4.560 -0.900
C -2.516 2.464 -4.016 -0.932
N -1.326 1.767 -3.548 0.260
H 0.511 0.918 -4.127 0.186
C -1.205 1.338 -2.300 0.281
O -0.108 0.823 -1.900 -1.044
H -3.208 2.583 -3.181 0.289
H -2.077 1.436 -1.636 0.226
H -0.774 0.936 -5.386 0.316
H -3.001 1.894 -4.817 0.337
C 0.364 4.365 0.019 -1.163
P 0.036 3.145 1.299 1.177
C 1.591 2.837 2.138 -0.949
C -1.077 3.734 2.568 -1.228
O -0.600 1.920 0.664 -0.718
H 0.834 5.258 0.451 0.379
H -0.565 4.642 -0.486 0.324
H 1.042 3.918 -0.723 0.239
H 1.840 3.712 2.753 0.476
H 1.494 1.940 2.758 0.289
H 2.381 2.662 1.401 0.033
H -2.058 3.958 2.138 0.337
H -1.200 2.932 3.309 0.345
H -0.657 4.624 3.052 0.387

***

[2]
73
Properties=species:S:1:pos:R:3:mulliken_charge:R:1 method="wB97M-V/def2-TZVPD" lumo_ev=3.79 charge=-2 energy_ev=-79340.1299 homo_ev=-1.8
C -2.190 -5.488 -1.896 -1.159
C -2.899 -4.275 -1.050 0.309
O -1.956 -3.852 -0.081 -0.212
P -2.124 -2.250 0.551 0.292
C -4.055 -2.172 0.603 -0.538
C -4.774 -3.254 1.517 0.152
N -5.366 -2.860 2.641 -0.821
C -1.878 -2.700 2.429 -0.979
C -1.443 -4.224 2.668 0.594
C -0.817 -4.282 4.178 -1.337
O -2.520 -5.191 2.658 -0.632
O -2.120 -1.380 -0.990 -0.268
C -0.848 -1.261 -1.648 -1.081
I -1.044 0.747 -2.581 -0.100
C -0.634 -2.182 -2.963 -0.334
C -1.948 -2.257 -3.895 -0.946
C 0.236 -1.428 -0.425 2.410
C 1.598 -2.181 -0.894 -1.019
C 2.585 -2.385 0.344 0.372
O 3.191 -1.500 0.970 -0.456
Cl 2.870 -4.133 0.921 -0.292
C 0.635 0.083 -0.041 -0.267
O 1.721 0.602 -0.525 -0.775
O -0.140 0.924 0.758 -0.844
O -0.352 -2.288 0.562 -0.495
H -1.094 -5.638 -1.607 0.219
H -2.212 -5.221 -3.010 0.265
H -2.810 -6.461 -1.796 0.257
H -3.245 -3.527 -1.832 -0.031
H -3.862 -4.763 -0.622 0.128
H -2.157 -0.895 1.091 0.153
H -4.276 -1.134 1.062 0.348
H -4.524 -2.103 -0.456 0.256
H -4.864 -4.376 1.271 0.215
H -5.270 -1.842 2.777 0.311
H -2.725 -2.322 3.092 0.442
H -0.954 -2.076 2.743 0.453
H -0.576 -4.565 1.989 0.050
H 0.235 -3.812 4.178 0.276
H -0.666 -5.394 4.468 0.352
H -1.508 -3.808 4.955 0.289
H -2.533 -5.723 1.836 0.349
H -0.314 -3.258 -2.720 0.072
H 0.180 -1.663 -3.600 0.619
H -2.896 -1.839 -3.381 0.193
H -2.179 -3.355 -4.139 0.219
H -1.830 -1.676 -4.873 0.304
H 2.055 -1.603 -1.774 0.308
H 1.328 -3.223 -1.318 0.404
C 2.218 3.032 -1.935 -0.306
O 1.950 3.958 -2.999 -0.296
C 2.301 5.220 -2.733 0.768
O 2.805 5.622 -1.709 -0.581
O 1.994 5.975 -3.808 -0.343
C 2.316 7.355 -3.662 -0.631
H 1.895 2.043 -2.259 0.081
H 3.289 2.991 -1.720 0.279
H 1.655 3.300 -1.040 0.179
H 3.391 7.487 -3.516 0.273
H 1.757 7.796 -2.834 0.284
H 2.027 7.864 -4.583 0.212
C 5.128 7.220 4.120 -0.627
O 4.155 6.239 3.776 -0.320
C 3.615 6.403 2.552 0.775
O 3.890 7.283 1.770 -0.557
O 2.724 5.423 2.358 -0.317
C 2.064 5.469 1.088 -0.597
H 5.494 6.990 5.122 0.213
H 5.973 7.185 3.427 0.283
H 4.683 8.217 4.135 0.278
H 2.782 5.362 0.278 0.329
H 1.496 6.396 0.983 0.273
H 1.368 4.630 1.043 0.321

***

[3]
87
Properties=species:S:1:pos:R:3:mulliken_charge:R:1 method="wB97M-V/def2-TZVPD" smiles="CNC[C@@]1(CCCS)[C@H]([PH2]=N)[C@H](CCC(F)(F)C(F)(F)C(F)(F)C(F)(F)C(F)(F)C(F)(F)F)OS(=O)(=O)[C@@H]1O.NC(N)=O.NC(N)=O.NC(N)=O" lumo_ev=0.07 energy_ev=-113864.4398 homo_ev=-8.7
C -4.461 -1.972 -2.188 -1.105
N -3.958 -1.095 -3.270 -0.166
C -3.003 -0.088 -2.789 -1.636
C -1.919 0.306 -3.820 2.428
C -2.443 1.515 -4.655 -1.743
C -3.879 1.392 -5.183 -1.357
C -4.132 0.226 -6.129 -0.373
S -5.966 0.205 -6.385 -0.278
C -0.718 0.878 -2.973 -0.738
P 0.571 1.749 -3.999 0.305
N 1.837 2.159 -3.153 -0.856
C -0.014 -0.257 -2.180 -0.892
C 0.669 0.297 -0.936 -0.981
C 0.745 -0.784 0.179 -1.817
C 0.942 -0.183 1.565 1.169
F 1.122 1.130 1.566 -0.264
F 2.110 -0.696 2.048 -0.280
C -0.128 -0.640 2.598 0.350
F 0.387 -0.474 3.822 -0.420
F -0.238 -1.951 2.421 -0.353
C -1.537 0.013 2.405 0.967
F -2.386 -0.984 2.159 -0.357
F -1.561 0.747 1.302 -0.194
C -2.139 0.762 3.616 0.300
F -3.431 0.912 3.365 -0.293
F -2.085 0.014 4.703 -0.298
C -1.556 2.149 3.973 0.673
F -0.309 2.095 4.412 -0.215
F -2.281 2.586 4.995 -0.305
C -1.622 3.261 2.877 0.619
F -1.710 4.415 3.506 -0.272
F -0.538 3.307 2.146 -0.195
F -2.669 3.163 2.087 -0.249
O 0.938 -0.864 -3.105 -0.553
S 0.063 -1.781 -4.104 1.592
O 0.873 -2.029 -5.238 -0.743
O -0.306 -2.989 -3.438 -0.727
C -1.439 -0.862 -4.703 -1.589
O -1.120 -0.414 -5.995 -0.456
H -3.695 -2.217 -1.459 0.363
H -4.831 -2.883 -2.657 0.347
H -5.337 -1.521 -1.710 0.336
H -4.786 -0.617 -3.607 0.326
H -3.557 0.829 -2.547 0.515
H -2.585 -0.414 -1.839 0.065
H -1.757 1.803 -5.446 0.523
H -2.458 2.347 -3.945 0.539
H -4.596 1.424 -4.365 0.479
H -4.075 2.301 -5.758 0.570
H -3.702 0.416 -7.105 0.420
H -3.880 -0.745 -5.724 0.253
H -6.222 -1.032 -6.858 0.149
H -1.172 1.558 -2.252 1.342
H -0.061 2.924 -4.459 0.115
H 0.861 0.938 -5.119 0.055
H 2.659 1.729 -3.568 0.256
H -0.699 -1.059 -1.888 1.256
H 1.686 0.612 -1.150 0.443
H 0.065 1.124 -0.583 0.358
H -0.202 -1.321 0.124 0.505
H 1.525 -1.503 -0.050 0.543
H -2.190 -1.640 -4.827 1.082
H -1.331 -1.148 -6.585 0.450
N 1.514 -3.320 5.392 -0.268
C 1.673 -3.811 6.660 0.529
N 1.199 -3.000 7.656 -0.326
O 2.195 -4.884 6.884 -0.635
H 1.086 -2.437 5.186 0.166
H 1.850 -3.888 4.636 0.168
H 1.298 -3.329 8.598 0.202
H 0.764 -2.112 7.492 0.153
N 5.489 -1.135 2.324 -0.289
C 6.077 -1.161 3.555 0.542
N 5.202 -1.166 4.610 -0.280
O 7.284 -1.179 3.709 -0.661
H 4.497 -1.117 2.183 0.181
H 6.095 -1.130 1.525 0.179
H 5.596 -1.190 5.532 0.194
H 4.205 -1.156 4.505 0.135
N 6.360 2.533 2.674 -0.377
C 5.080 2.528 2.198 0.685
N 4.139 2.058 3.075 -0.296
O 4.794 2.907 1.078 -0.652
H 6.615 2.220 3.591 0.161
H 7.076 2.869 2.056 0.226
H 3.188 2.038 2.756 0.100
H 4.351 1.737 4.001 0.173

***

[4]
66
Properties=species:S:1:pos:R:3:mulliken_charge:R:1 method="wB97M-V/def2-TZVPD" lumo_ev=0.30 energy_ev=-48336.7474 homo_ev=-8.7
C -2.187 -6.237 1.628 -1.422
C -1.022 -5.567 2.022 -0.034
H -0.205 -5.873 1.246 0.241
H -0.682 -5.744 2.972 0.335
O -1.451 -3.967 1.941 -0.457
C -0.158 -3.163 2.198 0.566
O 1.041 -3.535 2.527 -0.698
N -0.598 -1.959 2.011 0.303
C -1.855 -1.400 1.632 -0.089
H -1.703 -0.836 0.851 -0.027
C -2.228 -0.619 2.685 -0.916
H -2.556 -1.135 3.555 0.551
H -3.430 0.034 2.619 0.259
C -1.262 0.489 3.203 -0.401
N -1.331 1.590 2.154 0.372
C -1.227 2.961 2.519 0.021
O -1.612 3.379 3.760 -0.743
C -1.057 3.940 1.387 0.444
C -1.889 3.368 -0.004 -0.578
C -0.785 3.725 -1.174 -1.180
N 0.212 2.950 -1.132 0.014
S 0.255 1.363 -1.606 1.270
O -0.623 1.267 -2.796 -0.858
O -0.277 0.567 -0.442 -0.797
N 1.474 0.769 -1.939 0.090
C 2.257 1.458 -2.825 -1.161
C 1.897 0.963 -4.058 -0.757
H 2.541 1.188 -5.081 0.356
H 1.006 1.050 -4.371 0.509
C 2.345 -0.640 -4.036 0.403
C 1.931 -1.435 -5.504 -1.750
H 2.372 -0.875 -6.306 0.369
H 0.902 -1.306 -5.614 0.385
H 2.137 -2.304 -5.301 0.729
C 1.540 -1.191 -2.906 -0.924
C 1.998 -0.698 -1.730 0.144
H 1.164 -0.948 -0.859 -0.133
H 3.223 -0.650 -1.318 0.229
H 1.830 -2.335 -2.863 0.336
H 0.632 -1.165 -3.216 0.534
H 3.480 -0.753 -3.769 0.238
H 2.208 2.631 -2.904 0.308
H 3.396 1.623 -2.692 0.291
C 0.992 3.154 0.271 0.265
C 0.372 4.096 0.992 -2.164
H 0.498 4.985 0.847 0.798
H 0.883 4.034 2.234 0.358
H 0.962 2.043 0.871 0.008
H 1.970 3.200 -0.112 0.548
H -1.308 3.478 -2.202 0.407
H -0.650 4.723 -1.299 0.586
H -2.769 4.087 -0.126 0.419
H -2.277 2.293 0.060 0.166
H -1.465 4.835 1.861 0.406
H -0.934 1.225 1.435 0.017
C 0.259 -0.160 3.580 -1.315
H -0.116 -0.624 4.430 0.536
C 0.578 -0.899 2.339 -0.181
H 0.706 -0.438 1.435 -0.028
H 1.658 -1.563 2.842 0.205
H 0.664 0.709 3.766 0.660
H -1.605 1.065 4.199 0.441
H -2.544 -2.286 1.533 0.381
H -1.947 -7.138 1.557 0.608
H -3.048 -5.897 2.370 0.240
H -2.582 -5.900 0.652 0.272

***

[5]
64
Properties=species:S:1:pos:R:3:mulliken_charge:R:1 method="wB97M-V/def2-TZVPD" lumo_ev="-11.98 / -14.20" charge=+4 energy_ev=-69042.6567 spin_multiplicity=5 relative_energy_kcal_mol=7.7 homo_ev="-18.9 / -19.3"
P 0.009 3.708 -0.474 0.891
C 0.799 4.604 0.860 -1.032
H 1.392 5.417 0.417 0.454
H 1.466 3.965 1.456 0.174
H 0.038 5.049 1.515 0.421
C 1.123 3.589 -1.883 -1.198
H 0.587 3.162 -2.743 0.331
H 1.989 2.961 -1.649 0.405
H 1.475 4.591 -2.156 0.464
C -1.487 4.560 -1.003 -1.142
H -1.224 5.491 -1.521 0.430
H -2.121 4.817 -0.143 0.423
H -2.066 3.938 -1.696 0.329
P -2.780 -1.093 1.434 0.884
C -2.522 -0.651 3.167 -0.671
H -2.701 -1.555 3.749 0.447
H -3.273 0.111 3.387 0.468
H -1.510 -0.267 3.342 0.071
C -4.573 -0.758 1.246 -1.111
H -4.859 -0.857 0.188 0.373
H -4.741 0.282 1.551 0.414
H -5.177 -1.434 1.855 0.414
C -2.698 -2.924 1.588 -1.293
H -3.394 -3.262 2.360 0.496
H -1.669 -3.183 1.873 0.345
H -2.924 -3.408 0.630 0.418
P 3.160 -2.248 -0.038 0.983
C 4.243 -2.444 1.366 -1.259
H 4.931 -3.260 1.108 0.456
H 3.690 -2.700 2.277 0.430
H 4.817 -1.521 1.530 0.425
C 3.059 -3.687 -1.088 -1.116
H 4.080 -4.001 -1.343 0.461
H 2.515 -3.435 -2.008 0.246
H 2.539 -4.501 -0.565 0.441
C 3.611 -0.829 -1.031 -1.168
H 4.582 -1.036 -1.500 0.483
H 3.688 0.061 -0.394 0.401
H 2.851 -0.679 -1.809 0.286
Pd -1.276 -0.906 -1.916 0.545
C -0.366 2.001 0.044 -0.008
O -0.356 0.975 0.604 0.158
C 1.455 -1.869 0.444 -0.133
O 0.475 -1.489 0.948 -0.056
C -1.345 -2.477 -3.272 -0.748
C -0.266 -1.637 -3.575 -0.181
C -0.466 -0.247 -3.702 -0.711
C -1.750 0.287 -3.537 -0.207
C -2.833 -0.558 -3.258 -0.618
C -2.629 -1.936 -3.121 -0.267
H -1.175 -3.537 -3.063 0.499
H 0.741 -2.045 -3.625 0.543
H 0.383 0.424 -3.832 0.510
H -1.898 1.367 -3.540 0.498
H -3.818 -0.132 -3.064 0.507
H -3.467 -2.568 -2.830 0.591
S 2.962 0.414 3.203 -0.082
C 2.114 1.926 3.342 -0.403
C 0.743 1.691 3.351 -0.789
N 0.413 0.356 3.281 -0.266
C 1.451 -0.432 3.197 -0.409
H 2.602 2.885 3.431 0.566
H -0.027 2.454 3.424 0.597
H 1.407 -1.521 3.212 0.589

***

[6]
64
Properties=species:S:1:pos:R:3:mulliken_charge:R:1 method="wB97M-V/def2-TZVPD" lumo_ev="-13.09 / -16.33" charge=+4 energy_ev=-68809.9659 spin_multiplicity=5 relative_energy_kcal_mol=19.6 homo_ev="-19.6 / -19.6"
P -0.650 2.618 -0.798 0.763
C 0.103 4.133 -0.064 -1.176
H -0.293 4.996 -0.606 0.562
H 1.192 4.047 -0.166 0.422
H -0.169 4.182 0.999 0.308
C -0.499 3.036 -2.594 -1.275
H -1.187 2.428 -3.177 0.380
H 0.530 2.803 -2.876 0.429
H -0.706 4.102 -2.691 0.505
C -2.429 2.991 -0.482 -1.124
H -2.664 3.951 -0.946 0.481
H -2.585 3.034 0.600 0.423
H -3.035 2.190 -0.906 0.269
P -1.817 -1.567 1.971 0.400
C -1.510 -1.123 3.719 -1.054
H -2.055 -1.841 4.351 0.511
H -1.870 -0.108 3.908 0.451
H -0.440 -1.182 3.934 0.362
C -3.586 -1.288 1.702 -1.167
H -3.888 -1.690 0.742 0.341
H -3.780 -0.218 1.716 0.362
H -4.141 -1.770 2.508 0.517
C -1.471 -3.344 1.844 -1.127
H -2.203 -3.884 2.450 0.498
H -0.462 -3.540 2.212 0.369
H -1.544 -3.647 0.804 0.295
P 2.310 -1.311 -0.939 0.825
C 3.939 -1.421 -0.083 -1.234
H 4.628 -1.947 -0.748 0.559
H 3.790 -1.963 0.858 0.420
H 4.292 -0.404 0.124 0.314
C 2.141 -3.072 -1.459 -1.181
H 3.132 -3.434 -1.742 0.539
H 1.432 -3.165 -2.279 0.298
H 1.766 -3.628 -0.596 0.349
C 2.805 -0.460 -2.502 -1.194
H 3.620 -1.027 -2.960 0.470
H 3.134 0.545 -2.224 0.426
H 1.940 -0.395 -3.162 0.305
Pt -0.603 -0.517 0.134 1.908
C -0.708 0.965 1.447 0.064
O -1.038 1.719 2.272 -0.213
C 0.897 -1.087 1.353 -0.259
O 1.526 -1.668 2.172 -0.210
C -1.145 -2.441 -2.008 -0.458
C -0.529 -1.558 -2.880 -0.906
C -1.079 -0.291 -3.097 -0.480
C -2.245 0.090 -2.449 -0.988
C -2.872 -0.795 -1.562 -0.474
C -2.322 -2.063 -1.325 -1.286
H -0.821 -3.489 -1.951 0.628
H 0.282 -1.896 -3.543 0.999
H -0.655 0.335 -3.889 0.648
H -2.782 1.000 -2.754 0.955
H -3.881 -0.549 -1.199 0.575
H -2.918 -2.851 -0.827 0.785
S 4.491 2.035 2.488 0.017
C 3.258 3.240 2.581 -0.532
C 1.995 2.662 2.503 -0.622
N 2.006 1.324 2.239 0.144
C 3.247 0.849 2.315 -0.439
H 3.480 4.295 2.772 0.448
H 1.077 3.258 2.511 0.572
H 3.569 -0.193 2.255 0.502